# 1
This record from OMol25 describes a single C4H6N2O molecule. The level of theory is ωB97M-V/def2-TZVPD.

As for the HOMO energy: -8.903 eV. Its spin multiplicity is 1. As for the SMILES: N[C@H]1N=CC=C1O. As for the total energy: -340.73302 Eh. The energy above the lowest of the compared OMol25 structures with the same formula, charge and spin is 1.684 eV.

Geometry as XYZ:
```
13
Properties=species:S:1:pos:R:3:forces:R:3
C -0.0174 -0.7242 0.2174 -0.1854 0.3083 0.0485
O 0.8322 -1.7038 0.5683 -0.2078 -0.1424 -0.0050
N -0.6205 1.4745 -0.4009 -0.1778 -0.2105 -0.1323
H 2.4595 0.3943 0.2122 -0.0160 0.1719 -0.1708
C 0.4789 0.7044 0.1598 0.0356 0.0395 0.2080
C -1.3403 -0.7132 -0.0257 0.1073 0.0070 0.0169
N 1.8161 1.0047 -0.2860 -0.0270 -0.1139 -0.1205
H 1.9431 0.8558 -1.2804 -0.1375 -0.0814 0.0338
C -1.6293 0.6753 -0.3920 0.0087 0.1107 -0.2023
H -2.0546 -1.5249 0.0484 0.1123 0.0926 -0.0978
H -2.6229 1.0389 -0.6437 0.1033 -0.0394 -0.0356
H 0.3374 -2.5323 0.6273 0.1747 0.0451 0.0471
H 0.4177 1.0504 1.1953 0.2096 -0.1877 0.4101
```
Positions in Å, forces in eV/Å.

***

# 2
This record from OMol25 describes a molecular structure, C55H48NOP2ScSiTe at a distorted geometry. The level of theory is ωB97M-V/def2-TZVPD.

Its total charge is +2. As for the HOMO energy: -13.415 eV. Its spin multiplicity is 1. As for the total energy: -4255.26218 Eh. The energy above the lowest of the compared OMol25 structures with the same formula, charge and spin is 0.903 eV.

Geometry as XYZ:
```
110
Properties=species:S:1:pos:R:3:forces:R:3
Si 2.8972 -0.0766 -0.7548 1.3371 -0.4989 0.4092
C -2.2209 -2.6066 -2.2893 0.7070 0.0303 0.0575
O 1.3322 0.3949 -0.7124 -0.7094 0.2570 0.2146
H 6.4901 2.3284 -4.5132 -0.0150 -0.0007 -0.0102
C 5.5856 2.4681 -2.5738 0.0306 0.0511 0.0091
H 2.4293 -2.9324 3.7810 0.0071 0.0170 0.0173
H 4.5619 2.3397 -0.6973 0.0594 0.0152 -0.0150
H 0.7630 4.4224 4.1087 -0.0009 0.0053 0.0130
C -2.8220 0.3555 -3.2812 -0.2662 0.0434 0.0784
C -0.5417 -1.3138 3.9232 -0.1537 -0.0438 -0.1884
H -0.2130 -3.3493 -2.4769 0.0087 -0.0375 -0.0172
C 0.6929 -1.7295 3.4407 -0.1039 0.0689 -0.0630
C 2.7897 -1.9594 -0.8291 0.0296 0.3565 -0.2747
C -0.3184 2.6459 3.5997 -0.0800 -0.0366 -0.0519
N -2.1359 0.2248 -1.9835 0.7993 -0.0396 -0.0618
C 1.8594 3.2453 -4.1892 0.0485 -0.0030 0.0259
C 2.5137 -4.7483 -0.7516 0.0228 -0.0269 -0.0275
H -2.1011 3.0749 6.9937 0.0035 0.0106 -0.0039
C 2.6370 0.9871 1.8970 0.0192 -0.1421 -0.1339
C -1.2843 1.7333 4.0054 -0.0177 -0.2175 -0.3421
H -1.9767 -1.4942 5.5140 0.0184 -0.0150 0.0344
C 3.5634 -4.1678 -1.4485 -0.0030 -0.0443 -0.0005
C 3.4587 0.2638 1.0260 -0.2952 0.1827 -0.2943
H -4.9626 -4.0057 -3.6923 0.0022 0.0105 0.0128
C 3.9971 0.7324 -2.0099 -0.1844 -0.2523 0.1283
H -3.2431 -5.5719 -4.5262 -0.0158 -0.0077 0.0168
C 2.9591 1.1675 3.2365 -0.0912 0.0055 0.1007
C -3.5510 2.8821 -0.3407 0.0350 0.0412 -0.0400
H 5.2428 0.2908 -5.1425 -0.0025 -0.0117 0.0227
C -3.9245 -3.8600 -3.4249 -0.0454 -0.0082 -0.0368
H 2.4095 -5.8247 -0.7208 0.0045 -0.0003 -0.0085
C -1.5984 2.9539 6.0435 0.0074 0.0063 0.0458
H -1.8992 -3.2011 0.7751 -0.0132 -0.0279 0.0803
C -2.9565 -4.7438 -3.8920 0.0333 0.0201 0.0338
H -4.3243 -2.1268 -2.2349 -0.0276 -0.0233 0.0047
C 1.5952 -3.9468 -0.0857 -0.1156 0.0212 0.1349
C 0.0120 3.7103 4.4251 0.0453 0.0324 -0.0327
C -4.8844 4.4735 -1.5426 0.0096 -0.0097 0.0020
C 5.0876 0.7404 -4.1699 0.0111 -0.0022 -0.1084
C 1.4587 3.9442 -3.0586 -0.0004 0.0488 0.0274
C 1.0204 -3.0692 5.4006 -0.0121 0.0007 0.0258
C 4.2029 0.1669 -3.2706 -0.1063 -0.0224 -0.0437
H 1.5894 1.4857 -5.3799 0.0239 -0.0207 0.0192
H 1.7632 1.5090 1.4916 0.0090 0.1757 0.0438
C 4.7015 1.8912 -1.6755 -0.0639 0.0108 0.0886
C -5.1199 -1.1210 1.2220 -0.0302 0.0450 0.0131
H 1.6295 -3.7491 5.9808 -0.0071 -0.0035 -0.0008
P -1.7367 -1.2445 -1.1870 -1.2371 0.5377 0.2115
H 4.3846 0.7352 4.7722 0.0295 0.0233 -0.0151
H -2.2429 0.9904 -3.9499 -0.0515 0.0204 0.0200
C 4.6412 -0.2643 1.5447 0.0059 -0.0345 -0.0701
C -2.6500 2.8398 -1.4048 0.2189 -0.0807 0.4711
H 5.3082 -0.8147 0.8896 0.0188 -0.0287 0.0569
C 1.4727 -2.6114 4.1726 0.0420 -0.0417 -0.0256
H -2.1413 3.6310 -3.3411 -0.0405 -0.0227 -0.0208
H 2.6310 3.6525 -4.8286 -0.0085 -0.0066 -0.0175
H 5.8992 -0.5082 3.2606 -0.0057 0.0009 0.0090
H -4.3942 0.0745 -0.4171 -0.0254 -0.0174 0.0121
H -4.1554 5.0507 -3.4739 0.0328 0.0178 0.0109
H -3.5088 -3.7822 2.5686 0.0084 -0.0013 -0.0002
H -0.5707 -3.0186 6.8406 -0.0006 -0.0016 -0.0002
H 1.0869 -1.3612 2.4990 0.1196 0.0266 0.0068
C 3.7023 -2.7856 -1.4825 -0.0042 0.0131 0.0190
Sc 0.0117 0.1095 0.5206 0.2069 -0.0832 -1.1864
H -0.3512 4.6777 6.3022 -0.0148 0.0095 -0.0104
H 0.1202 3.9780 -1.3788 0.0747 0.0550 -0.0252
C 0.3031 1.4831 -3.6695 -0.0641 -0.0751 0.0734
C 4.1291 0.6129 3.7280 -0.0089 0.0065 0.0383
C -2.7951 -2.6018 0.9249 -0.0264 0.0311 -0.0475
C -3.7002 -2.9382 1.9189 -0.0191 0.0144 -0.0243
H -3.3719 2.2750 0.5416 -0.0501 0.0040 0.0145
H 2.3108 1.7411 3.8879 0.0061 -0.0364 -0.0076
C -0.2146 -2.6578 5.8851 0.0358 -0.0160 -0.0011
H -5.3685 3.7356 0.4126 0.0188 0.0028 0.0082
H -5.7596 5.1066 -1.6004 0.0071 0.0061 -0.0050
H -0.1208 0.5125 -3.9006 0.0260 0.0081 0.0146
C -1.6274 -4.5700 -3.5434 0.0761 -0.0577 -0.0372
H -2.7166 1.1975 5.5159 0.0103 0.0233 0.0601
H -2.9313 -0.6161 -3.7510 0.0364 -0.0683 -0.0116
C -3.9796 4.4450 -2.5950 -0.0548 0.0176 -0.0085
C -1.0038 -1.7925 5.1428 -0.1487 0.0824 -0.0326
C 4.9760 -0.0922 2.8789 -0.0223 -0.0256 -0.0088
H 4.2745 -4.7952 -1.9697 0.0116 0.0066 0.0188
C -0.6186 3.8559 5.6519 -0.0298 -0.0132 0.0264
C 0.4638 3.4249 -2.2484 -0.1062 -0.0743 -0.0278
H 3.6641 -0.7322 -3.5519 0.0282 0.0182 -0.0436
C -1.2532 -3.4978 -2.7448 0.0208 0.1370 -0.0623
C -3.0471 -1.5202 0.0748 0.3062 -0.0400 0.0448
C -0.1224 2.1959 -2.5565 0.0462 0.1045 0.3176
C 1.7477 -2.5733 -0.1365 0.0624 0.1334 -0.1073
H 1.9120 4.8962 -2.8155 -0.0004 -0.0065 -0.0107
H -3.8124 0.7967 -3.1585 -0.0013 -0.0087 0.0433
C -1.9409 1.8924 5.2189 -0.0374 -0.0968 -0.1096
H 6.1329 3.3589 -2.2939 -0.0061 -0.0006 -0.0204
C 5.7844 1.8893 -3.8204 -0.0371 0.0092 0.0720
H 0.1739 2.5398 2.6386 0.0264 0.0471 0.0376
C -2.8554 3.6364 -2.5275 0.0202 0.0246 -0.0105
C -3.5657 -2.8001 -2.6135 0.0346 0.0031 0.0043
H 4.5309 -2.3436 -2.0231 0.0059 -0.0503 0.0006
C 1.2795 2.0230 -4.4933 0.0723 -0.0400 -0.0786
C -4.8680 -2.1954 2.0620 0.0055 -0.0426 0.0343
C -4.6671 3.6990 -0.4104 -0.0476 -0.0148 0.0477
H -6.0382 -0.5580 1.3274 0.0181 0.0180 0.0139
H -5.5845 -2.4640 2.8270 -0.0058 0.0135 -0.0085
Te -1.7754 0.0245 2.8113 -0.0176 0.3182 1.3166
H 0.7775 -4.3911 0.4689 0.0149 -0.0206 -0.0072
H 1.0140 -1.9505 0.3998 0.0689 -0.3311 0.0178
P -1.3262 1.6024 -1.3375 -0.6229 -0.4389 -0.7203
C -4.2040 -0.7709 0.2364 0.0703 0.0716 -0.1622
H -0.8779 -5.2663 -3.8955 -0.0038 0.0098 -0.0023
```
Positions in Å, forces in eV/Å.

***

# 3
This record from OMol25 describes a molecular structure, C28H29ClNO5S5SeTi at a distorted geometry. The level of theory is ωB97M-V/def2-TZVPD.

Its total charge is -1. As for the HOMO energy (spin up / spin down): -3.230 / -3.231 eV. Its spin multiplicity is 1. As for the total energy: -7217.45185 Eh. The energy above the lowest of the compared OMol25 structures with the same formula, charge and spin is 2.237 eV.

Geometry as XYZ:
```
71
Properties=species:S:1:pos:R:3:forces:R:3
H -2.6991 -1.9333 1.4990 -0.0068 -0.0261 -0.0324
H 0.7199 7.2019 2.6821 0.0201 -0.0031 0.0005
N 2.0435 1.6786 1.8527 0.3190 1.3700 -0.5650
C -0.8208 -2.9470 1.2735 -0.1335 0.0727 0.1073
H 1.6876 -4.2686 -1.0552 -0.0449 -0.0378 0.0074
H -7.3484 3.4637 -2.0825 0.0226 0.0079 0.0113
H -0.3034 5.1091 1.7308 0.0191 0.0110 0.0115
C 0.5410 -0.1482 3.8574 -0.1904 0.0176 0.1613
C 1.1267 2.6483 1.5814 0.3082 -0.1621 0.0474
H -0.3143 -2.1769 -2.0154 0.0073 -0.0031 0.0239
H 2.0199 2.8629 -2.4889 -0.0086 -0.0141 -0.0812
H 0.3600 -3.4395 -3.0464 -0.0195 0.0089 -0.0091
H -8.4984 2.0092 -0.4288 0.0170 -0.0224 -0.0162
C 0.5523 -2.8182 -2.1691 -0.0588 -0.0218 0.1208
H -4.8889 3.6342 -2.0968 -0.0248 0.0050 0.0228
C 0.3131 1.5656 -2.5433 -0.0319 0.3741 -0.3762
C -6.6417 1.3443 0.4503 0.0657 0.0220 -0.0390
Se -2.6871 2.4380 -0.4098 -0.1130 0.2120 -0.0172
Ti 1.3712 0.3569 0.3194 -0.5750 -2.9020 4.0882
C 1.2890 6.2819 2.6422 0.0398 -0.0732 0.0015
H -2.9344 0.3383 -4.1988 0.0154 0.0420 0.0033
C 2.6017 6.2636 3.1201 -0.0162 0.0815 0.0021
H 3.3563 -2.7867 -0.9738 0.0154 -0.0478 -0.0334
S 1.9699 -1.7775 -2.6524 0.0873 0.0669 -0.0641
H 0.6999 0.9306 3.7689 0.0198 -0.0240 0.0322
C -0.4251 0.5307 -1.9393 -0.1270 -0.0477 0.0991
C -0.9056 -0.4839 3.4894 0.2235 -0.1095 0.2154
C -5.3801 2.9915 -1.3746 0.0263 -0.0263 0.0012
C -4.5758 2.2826 -0.4650 -0.3014 -0.1135 -0.0677
H -1.1056 -1.5370 3.6902 -0.0108 0.0213 0.0234
C 0.7084 5.1340 2.1183 0.0097 0.1418 0.0016
C -0.1357 2.1578 -3.7585 0.1324 0.0274 0.1502
H 0.7193 -0.4140 4.9018 0.0160 0.0174 0.0088
C -1.2649 1.6987 -4.3407 -0.3327 -0.2787 0.0373
C -2.0141 0.6622 -3.7298 -0.1105 0.1570 -0.4977
C -6.7676 2.8935 -1.3643 0.0907 -0.0293 0.0291
Cl -1.8324 2.3725 -5.8456 0.0297 -0.0383 0.1056
H 0.4345 2.9582 -4.2128 0.0148 -0.0054 0.0476
C 0.7520 -3.7141 -0.9562 -0.1021 -0.0894 -0.1903
C 3.0513 -0.8473 -0.0582 0.1655 0.4612 -0.6019
H -2.2181 -0.6535 -2.0681 -0.0239 0.0072 0.0127
S 3.4517 2.3517 2.4230 -0.4586 -0.3403 -0.3885
H -4.6639 0.8745 1.1470 -0.0295 0.0237 0.0065
H -7.1239 0.6896 1.1695 0.0171 0.0136 0.0032
H -0.6982 -3.1579 2.3357 -0.0208 0.0029 0.0013
C -5.2564 1.4447 0.4393 -0.0095 0.0314 -0.0545
O 3.7849 1.8698 3.7231 0.1662 -0.1363 0.2641
H -1.6244 0.1222 4.0456 0.0222 -0.0122 0.0437
S 1.6915 -1.0425 2.8141 0.1785 0.1926 -0.4206
O 0.1545 2.3738 0.8825 0.0319 0.0366 -0.2119
C -1.6224 0.1038 -2.5549 0.2787 -0.0319 0.1456
O 4.4505 2.3349 1.3892 0.0499 -0.0449 0.0989
H -1.2981 -3.8178 0.8168 -0.0236 0.0039 0.0500
H -0.0524 -4.4530 -0.9125 0.0109 0.0033 -0.0222
O 2.0586 1.6213 -0.9359 0.5163 0.5819 -0.9043
C -7.4169 2.0740 -0.4475 0.1261 0.0096 0.0113
H 3.0307 7.1753 3.5177 -0.0118 -0.0090 -0.0004
H 4.0690 -1.4681 -1.8690 0.1004 -0.0499 0.0712
O 0.0073 -0.0610 -0.8561 -0.4230 0.2485 -0.8990
C 1.4824 3.9896 2.1028 -0.1920 -0.2264 -0.0399
H 3.1615 -1.4075 0.8622 0.0903 -0.1257 -0.0248
H 4.3880 5.0961 3.4659 -0.0248 -0.0282 -0.0028
C 3.1913 -1.7574 -1.2893 -0.1127 0.0699 0.1434
S -1.1620 -0.1474 1.7474 -0.0134 0.3026 -0.4332
H 3.8550 -0.1011 -0.0769 -0.0325 0.0761 0.0583
C 1.5049 2.0424 -1.9819 -0.0051 0.1293 -0.0618
C 3.3712 5.1065 3.0963 -0.1556 -0.0184 -0.0677
S 0.8610 -2.8498 0.6356 0.2551 0.0528 -0.3410
C -1.7124 -1.7231 1.0772 -0.0152 -0.2450 -0.0463
H -1.8505 -1.5147 0.0165 -0.0294 0.0141 0.0117
C 2.7712 3.9732 2.5760 0.2802 0.4262 0.2275
```
Positions in Å, forces in eV/Å.

***

# 4
This record from OMol25 describes 2 unconnected molecules or ions with the total composition C3H3P at a distorted geometry. The level of theory is ωB97M-V/def2-TZVPD.

As for the HOMO energy (spin up / spin down): -7.099 / -10.271 eV. Its spin multiplicity is 3. Its expectation value of S² is 2.0062. As for the total energy: -457.14926 Eh. The energy above the lowest of the compared OMol25 structures with the same formula, charge and spin is 3.171 eV.

Geometry as XYZ:
```
7
Properties=species:S:1:pos:R:3:forces:R:3
H 0.8498 1.5860 0.2426 0.0490 1.5379 0.8119
H 1.2439 -0.9836 -1.2855 -0.6868 -5.8553 -2.8389
C 1.4634 -0.1335 -0.9246 0.8621 8.1239 4.2065
C 1.4312 0.9230 -0.3012 -0.1783 -3.7892 -2.1745
H -1.4171 0.4629 1.4031 -0.2460 -0.4859 -0.4790
P -1.6023 -1.5902 0.0915 1.5980 -5.6370 -2.9393
C -1.9689 -0.2646 0.7742 -1.3980 6.1056 3.4133
```
Positions in Å, forces in eV/Å.

***

Question: The lowest total energy belongs to which entry?
Answer: C28H29ClNO5S5SeTi

***

Question: Look up the total energy of the third one.
Answer: -7217.45185 Eh

***

Question: Which of these has the highest total energy?
Answer: C4H6N2O

***

Question: The lowest total energy belongs to which entry?
Answer: C28H29ClNO5S5SeTi